(1)
This record from OMol25 describes an isolated molecule of CH7NSi at a distorted geometry. The level of theory is wB97M-V/def2-TZVPD.

Cartesian coordinates (Å):
Si (0.88699, 1.08326, 0.25831)
N (0.56738, -0.58989, 0.36164)
C (-1.00937, -0.99490, -0.47751)
H (-0.79504, -0.99990, -1.59632)
H (0.50305, -0.85255, 1.27648)
H (-1.23969, -2.10119, -0.38861)
H (0.34547, 1.69854, -1.15949)
H (0.23632, 1.84218, 1.39339)
H (-1.85739, -0.37630, -0.07085)
H (2.36228, 1.29074, 0.40297)

Summary:
Multiplicity: 1
E_HOMO (eV): -9.65
SMILES: CN[SiH3]
Energy relative to the best compared isomer or geometry (same formula, charge and spin) (kcal/mol): 48.48
E (eV): -10516.3032
Orbital gap (Ha): 0.3919

=====

(2)
This record from OMol25 describes an isolated molecule of C4H5NO. The level of theory is wB97M-V/def2-TZVPD.

Cartesian coordinates (Å):
O (2.13680, 1.19877, 0.47981)
N (0.58753, -1.56196, 1.44210)
C (1.10178, 0.66112, 0.20840)
C (0.36418, -0.59953, 0.66115)
C (-0.05787, 0.97182, -0.75496)
C (-0.81240, -0.27843, -0.25946)
H (0.25014, 0.92422, -1.80020)
H (-0.26329, -2.11540, 1.31622)
H (-1.74838, -0.07938, 0.27509)
H (-0.54829, 1.92343, -0.55048)
H (-1.01020, -1.04466, -1.01767)

Summary:
Multiplicity: 1
E_HOMO (eV): -9.87
SMILES: [H]/N=C1\CCC1=O
Energy relative to the best compared isomer or geometry (same formula, charge and spin) (kcal/mol): 34.44
E (eV): -7765.0328
Orbital gap (Ha): 0.3515

=====

(3)
This record from OMol25 describes an isolated molecule of C15H13F4N3O2 at a distorted geometry. The level of theory is wB97M-V/def2-TZVPD.

Cartesian coordinates (Å):
F (2.96837, -4.79121, -4.94574)
F (3.53878, -0.86687, -1.77689)
F (0.87741, -4.32328, -5.56322)
F (1.21854, -5.80668, -3.96295)
O (1.05440, -0.36532, -0.69250)
O (0.29656, -1.75517, 0.98457)
N (-3.99839, 5.18549, 1.87156)
N (-2.31200, 3.36557, 1.89876)
N (0.04131, 0.46029, 1.27311)
C (-3.22855, 4.32907, 1.89790)
C (0.44710, -0.63030, 0.51416)
C (-0.10374, 2.59909, 2.19156)
C (1.68424, -4.63420, -4.52503)
C (-0.93811, 3.84422, 1.93409)
C (-0.99525, 1.68214, 3.02779)
C (0.25673, 1.84488, 0.91705)
C (0.31564, -3.26368, -2.84500)
C (-2.42091, 2.15330, 2.72471)
C (0.12078, -2.25130, -1.89912)
C (1.19255, -1.41224, -1.60121)
C (-0.69873, 0.26549, 2.53753)
C (2.44739, -1.62481, -2.18961)
C (1.57330, -3.53434, -3.45670)
C (2.64109, -2.66689, -3.12296)
H (-1.60288, -0.28658, 2.44319)
H (1.28845, 2.03394, 0.57924)
H (0.78248, 2.88398, 2.74013)
H (-0.77961, 1.74691, 4.09835)
H (-0.43384, 2.11365, 0.10035)
H (-0.63820, 4.32606, 0.97612)
H (-2.99949, 1.37706, 2.24409)
H (-0.86382, -2.15001, -1.43193)
H (-0.82005, 4.50623, 2.80085)
H (-2.90561, 2.42861, 3.67489)
H (-0.61239, -3.75455, -3.14308)
H (3.65575, -2.76917, -3.53561)
H (-0.04929, -0.25940, 3.26157)

Summary:
Multiplicity: 1
E_HOMO (eV): -9.69
SMILES: N#CN1C[C@@H]2CN(C(=O)Oc3ccc(C(F)(F)F)cc3F)C[C@@H]2C1
Energy relative to the best compared isomer or geometry (same formula, charge and spin) (kcal/mol): 0.00
E (eV): -35200.9519
Orbital gap (Ha): 0.3696

=====

(4)
This record from OMol25 describes a structure of composition C32H29Cl5GeMoN2O4 at a distorted geometry. The level of theory is wB97M-V/def2-TZVPD.

Cartesian coordinates (Å):
Mo (-0.22098, 1.45154, -0.03209)
Ge (0.11601, -0.97226, -0.79144)
Cl (-6.65190, 2.28234, -2.06233)
Cl (-3.83423, 2.27559, -3.45481)
Cl (3.35194, 4.63807, -0.46510)
Cl (-6.90156, 1.60105, 0.96397)
Cl (-4.31379, 0.92870, 2.63064)
O (1.41101, 1.99277, -1.32286)
O (0.33839, 3.52322, -0.23300)
O (-1.80425, 1.17867, 0.92172)
O (-1.62606, 1.65350, -1.46662)
N (2.58919, 1.28176, 3.83487)
N (1.13506, 1.45396, 1.74408)
C (2.63828, -2.12352, 0.28678)
C (-4.00728, 1.94469, -1.78389)
C (-5.24749, 1.92931, -1.15446)
C (3.45573, -3.16414, -2.14302)
C (-2.08518, -1.99746, -4.27336)
C (2.30030, -2.39951, -2.07131)
C (4.20323, -3.41088, -1.00148)
C (-1.05784, -2.02590, 0.41135)
C (-0.12345, -0.16390, -3.58862)
C (-0.54356, -2.95199, 1.31667)
C (-4.22818, 1.34189, 0.96911)
C (1.93235, 2.58129, 3.81142)
C (-2.44191, -1.88678, 0.30311)
C (1.58933, 0.22893, 3.87128)
C (1.05851, 2.72187, 2.53348)
C (-5.36140, 1.62420, 0.21873)
C (0.66611, 0.33907, 2.62915)
C (-1.61479, -1.94490, -2.96829)
C (2.08936, 4.29720, -1.69051)
C (-2.98870, 1.38529, 0.34342)
C (-0.59469, -0.21573, -4.89075)
C (-1.58389, -1.12924, -5.23132)
C (1.23211, 3.22672, -1.07797)
C (3.42615, 1.12685, 2.65497)
C (2.56406, 1.22983, 1.36803)
C (-3.29526, -2.64538, 1.08901)
C (-1.39651, -3.71092, 2.10590)
C (1.87306, -1.87361, -0.85381)
C (-0.63368, -1.02226, -2.61479)
C (3.79249, -2.88817, 0.21693)
C (-2.86257, 1.68455, -1.02953)
C (-2.77055, -3.55081, 2.00104)
H (-0.98785, -4.43786, 2.79601)
H (3.93402, 0.16350, 2.70895)
H (1.52583, 5.20955, -1.85260)
H (-2.86090, -1.19548, -0.41947)
H (2.63576, 0.33496, 0.75198)
H (2.69538, 3.35888, 3.83826)
H (-0.36211, 0.55522, 2.91930)
H (0.52598, -3.10390, 1.39532)
H (3.77335, -3.56891, -3.09527)
H (1.32839, 2.68437, 4.71289)
H (-0.19554, 0.45297, -5.64253)
H (1.41251, 3.54105, 1.91395)
H (0.66427, -0.59017, 2.05834)
H (2.09428, -0.73690, 3.89420)
H (5.10122, -4.01180, -1.05714)
H (2.33352, -1.73573, 1.25404)
H (-3.43382, -4.13467, 2.62585)
H (-2.00953, -2.63129, -2.22876)
H (4.37087, -3.08265, 1.11138)
H (1.01101, 0.32850, 4.78934)
H (-4.36742, -2.53734, 0.98354)
H (-1.96236, -1.16079, -6.24467)
H (2.58146, 3.95739, -2.59476)
H (-2.83896, -2.72526, -4.54545)
H (2.88913, 2.07229, 0.76253)
H (0.01055, 2.90795, 2.77537)
H (4.18703, 1.90709, 2.65831)
H (0.64963, 0.55023, -3.32455)
H (1.72136, -2.21670, -2.96868)

Summary:
Multiplicity: 2
E_HOMO (alpha / beta) (eV): -11.10 / -11.24
Net charge: +1
Energy relative to the best compared isomer or geometry (same formula, charge and spin) (kcal/mol): 6.84
E (eV): -165803.1244
Orbital gap (alpha / beta) (Ha): 0.2050 / 0.2276

=====

(5)
This record from OMol25 describes a structure of composition C31H29N5O2PRbS at a distorted geometry. The level of theory is wB97M-V/def2-TZVPD.

Cartesian coordinates (Å):
Rb (-16.66800, -0.09729, 15.00186)
S (-15.69915, -3.19000, 16.37226)
P (-15.17158, -2.12766, 12.07400)
O (-17.28851, 0.58456, 17.57347)
O (-18.86294, 0.30038, 19.13505)
N (-17.64682, -3.25986, 18.29784)
N (-13.70488, -0.64720, 14.38635)
N (-13.62667, -1.33945, 12.17389)
N (-19.26893, -0.87250, 15.94299)
N (-15.72574, -2.37741, 18.94327)
C (-21.84067, 0.33548, 16.27480)
C (-17.00816, 1.49242, 11.15783)
C (-18.41002, 0.30547, 17.99060)
C (-21.13700, -2.39593, 13.13819)
C (-14.63542, -4.26697, 10.46579)
C (-16.43375, -2.98311, 17.92883)
C (-15.40425, -2.39650, 9.21028)
C (-15.07209, -2.95429, 10.44956)
C (-18.67331, -3.87748, 17.50550)
C (-11.57268, -1.22562, 13.43120)
C (-18.00812, -2.49171, 19.51304)
C (-14.64087, -4.39870, 8.08463)
C (-20.07397, -2.08855, 13.95109)
C (-16.34569, -0.75788, 11.73531)
C (-20.83944, 0.51360, 17.18176)
C (-17.74248, -1.05473, 11.76604)
C (-16.03028, 0.53656, 11.36117)
C (-16.67097, -2.04678, 20.01905)
C (-19.50039, -0.05449, 16.93142)
C (-21.57107, -0.51788, 15.16567)
C (-10.97301, -0.86367, 14.58158)
C (-22.41240, -1.82499, 13.25988)
C (-22.62149, -0.89345, 14.21164)
C (-18.72992, -0.06794, 11.66044)
C (-11.71412, -0.44387, 15.73197)
C (-20.35241, -1.15006, 15.03384)
C (-14.39693, -4.98240, 9.30154)
C (-13.09692, -0.30864, 15.56384)
C (-15.17101, -3.08009, 8.02950)
C (-12.98257, -1.06450, 13.37591)
C (-18.33761, 1.22660, 11.34036)
H (-19.11900, 2.00104, 11.31640)
H (-11.03915, -1.51609, 12.54290)
H (-14.55545, -4.72994, 11.46312)
H (-14.10513, -6.04306, 9.36550)
H (-21.02524, -3.05549, 12.31679)
H (-19.09534, -2.55696, 13.90900)
H (-11.16608, -0.14664, 16.60772)
H (-16.75634, -0.95694, 20.21890)
H (-18.16407, -2.05833, 11.90564)
H (-19.17747, -4.55749, 18.20185)
H (-16.65973, 2.51445, 10.92622)
H (-23.28537, -2.08507, 12.68001)
H (-13.73509, 0.10723, 16.34560)
H (-14.94568, 0.76094, 11.26855)
H (-19.37516, -3.13513, 17.13423)
H (-14.45182, -4.90191, 7.16941)
H (-18.24186, -4.52150, 16.71034)
H (-12.97109, -1.30665, 11.39906)
H (-15.34356, -2.65771, 7.06669)
H (-21.01077, 1.00162, 18.13060)
H (-15.79939, -1.37909, 9.24553)
H (-16.35440, -2.40143, 20.96391)
H (-9.90356, -0.89300, 14.67107)
H (-19.77782, -0.21231, 11.82397)
H (-18.77920, -1.70688, 19.31047)
H (-22.83747, 0.67401, 16.40239)
H (-15.14774, -1.63473, 18.62887)
H (-23.65612, -0.46680, 14.25903)
H (-18.43322, -3.21786, 20.15132)

Summary:
Multiplicity: 1
E_HOMO (eV): -7.59
Energy relative to the best compared isomer or geometry (same formula, charge and spin) (kcal/mol): 17.51
E (eV): -64944.3091
Orbital gap (Ha): 0.2861

=====

(6)
This record from OMol25 describes a cluster of 2 separate species, C6H9N2O4 in total at a distorted geometry. The level of theory is wB97M-V/def2-TZVPD.

Cartesian coordinates (Å):
O (0.21722, 1.78682, 1.11801)
O (2.19335, 0.67048, 1.09283)
O (1.33969, -0.41159, -4.57070)
O (-0.77835, 2.49978, -1.56285)
N (0.14567, 1.18493, -3.35908)
N (1.29899, -0.27347, -2.24540)
C (0.81376, 0.71122, 0.94614)
C (0.70563, 0.55393, -1.27703)
C (0.00297, 1.44792, -1.98553)
C (0.20766, -0.63106, 1.33566)
C (-1.13760, -0.87960, 0.67100)
C (0.97263, 0.10364, -3.50951)
H (0.07025, -0.59510, 2.42588)
H (-0.65049, 2.49354, -0.59894)
H (0.92172, -1.42185, 1.10400)
H (1.92466, -1.03152, -2.03786)
H (-1.77768, -0.01333, 0.82166)
H (-0.99828, -1.01482, -0.39703)
H (-0.27891, 1.69309, -4.11334)
H (-1.62271, -1.76128, 1.09050)
H (2.51249, 1.56983, 0.94234)

Summary:
Multiplicity: 1
E_HOMO (eV): -2.85
Net charge: -1
Energy relative to the best compared isomer or geometry (same formula, charge and spin) (kcal/mol): 39.16
E (eV): -17538.9980
Orbital gap (Ha): 0.2420